Record 1
Density functional theory data (ωB97M-V/def2-TZVPD) for C4H8INS as an isolated structure in a non-equilibrium geometry.

Last column: natural (NBO) charge in e.
CARTESIAN COORDINATES (ANGSTROEM)
C  1.963  -1.368  1.188  -0.08
C  -1.246  -0.638  -0.706  -0.70
C  0.523  1.540  -0.116  -0.58
C  0.175  -0.308  -0.390  0.15
N  0.693  -1.176  0.691  -0.67
S  2.147  -2.483  2.357  -0.10
I  1.371  -0.977  -2.176  0.00
H  2.763  -0.755  0.708  0.22
H  -1.319  -1.649  -0.901  0.23
H  -1.690  -0.096  -1.509  0.24
H  -1.838  -0.289  0.164  0.22
H  0.004  1.831  0.726  0.20
H  0.188  2.053  -1.119  0.23
H  1.594  1.695  0.171  0.22
H  -0.069  -1.831  1.089  0.41

Calculated values
ΔE to the lowest compared entry with this formula, charge and spin = 32.0 kcal per mole
HOMO = -8.662 eV

***

Record 2
Density functional theory data (ωB97M-V/def2-TZVPD) for a 2-piece molecular cluster, C4H8O2 overall.

Last column: natural (NBO) charge in e.
CARTESIAN COORDINATES (ANGSTROEM)
C  0.675  0.486  1.021  0.05
C  1.193  0.714  -0.185  -0.01
O  0.701  0.117  -1.320  -0.50
C  0.102  -1.121  -0.985  -0.10
C  -0.942  -0.938  0.108  -0.10
O  -0.378  -0.340  1.270  -0.50
H  0.992  1.025  1.905  0.21
H  2.043  1.364  -0.345  0.20
H  0.889  -1.804  -0.640  0.18
H  -0.356  -1.522  -1.893  0.20
H  -1.347  -1.907  0.419  0.20
H  -1.762  -0.308  -0.257  0.19
H  -1.224  2.128  0.648  -0.02
H  -0.588  2.106  0.253  0.01

Calculated values
ΔE to the lowest compared entry with this formula, charge and spin = 72.2 kcal per mole
SMILES string = C1=COCCO1.[H][H]
HOMO = -8.306 eV

***

Record 3
Density functional theory data (ωB97M-V/def2-TZVPD) for C21H23B3F7I2O27P as an isolated structure in a non-equilibrium geometry.

Last column: Mulliken charge in e.
CARTESIAN COORDINATES (ANGSTROEM)
O  3.460  -3.186  -1.642  -0.66
P  2.713  -2.534  -2.732  0.78
O  2.781  -3.365  -4.111  -0.55
O  3.296  -1.080  -3.065  -0.42
B  0.850  -2.457  -2.192  -0.10
O  0.269  -3.675  -1.850  -0.05
B  -0.828  -3.858  -2.683  0.48
I  -1.017  -5.559  -3.927  -0.05
O  -1.755  -2.825  -2.727  -0.34
B  -1.177  -1.571  -2.760  0.22
I  -2.144  -0.021  -3.859  -0.03
O  0.047  -1.333  -2.144  0.03
H  1.910  -3.450  -4.517  0.31
H  3.515  -1.021  -4.000  0.29
C  2.267  3.108  -5.196  -0.45
C  2.608  2.754  -3.764  0.28
O  1.797  1.610  -3.538  -0.16
C  1.596  1.005  -4.737  0.55
O  1.167  -0.091  -4.880  -0.39
O  1.952  1.826  -5.748  -0.36
F  2.256  3.730  -2.900  -0.20
H  1.389  3.753  -5.240  0.28
H  3.087  3.568  -5.739  0.29
H  3.653  2.488  -3.596  0.21
C  0.171  5.445  -0.288  -0.31
C  -1.301  5.190  -0.046  0.35
O  -1.913  6.246  -0.767  -0.34
C  -1.073  6.602  -1.779  0.63
O  -1.377  7.273  -2.705  -0.50
O  0.153  6.066  -1.578  -0.34
F  -1.638  5.289  1.262  -0.29
H  0.576  6.141  0.447  0.28
H  0.773  4.542  -0.305  0.24
H  -1.665  4.237  -0.432  0.29
C  4.610  -2.341  1.395  -0.11
C  3.869  -1.353  2.262  0.37
O  4.831  -1.013  3.240  -0.34
C  6.067  -1.179  2.675  0.61
O  7.073  -0.756  3.130  -0.51
O  5.962  -1.881  1.524  -0.31
F  2.788  -1.905  2.881  -0.30
H  4.527  -3.353  1.792  0.22
H  4.282  -2.332  0.358  0.09
H  3.548  -0.447  1.744  0.31
C  -1.129  -4.598  1.347  -0.22
C  -2.409  -5.126  0.734  0.42
O  -3.177  -5.456  1.873  -0.35
C  -2.771  -4.652  2.899  0.56
O  -3.360  -4.497  3.911  -0.50
O  -1.598  -4.048  2.580  -0.29
F  -2.198  -6.238  -0.011  -0.29
H  -0.429  -5.410  1.548  0.24
H  -0.639  -3.835  0.747  0.09
H  -2.957  -4.399  0.131  0.32
C  2.239  1.454  5.071  -0.35
C  0.768  1.107  5.136  0.34
O  0.199  2.026  4.217  -0.29
C  1.154  2.335  3.297  0.67
O  0.944  2.869  2.259  -0.55
O  2.369  1.929  3.725  -0.32
F  0.239  1.325  6.362  -0.27
H  2.487  2.258  5.765  0.28
H  2.895  0.605  5.243  0.26
H  0.526  0.091  4.820  0.24
C  -1.851  3.980  7.302  -0.41
C  -2.597  5.026  8.103  0.30
O  -1.638  5.403  9.073  -0.31
C  -0.400  5.189  8.542  0.61
O  0.609  5.617  8.984  -0.50
O  -0.497  4.423  7.428  -0.24
F  -3.688  4.518  8.724  -0.28
H  -1.954  2.991  7.750  0.26
H  -2.145  3.939  6.257  0.31
H  -2.895  5.907  7.533  0.27
C  -5.414  -4.923  -7.519  -0.44
C  -5.775  -3.844  -6.519  0.31
O  -4.582  -3.723  -5.766  -0.24
C  -3.544  -4.090  -6.567  0.60
O  -2.404  -3.882  -6.330  -0.43
O  -4.005  -4.728  -7.670  -0.33
F  -6.786  -4.216  -5.700  -0.27
H  -5.605  -5.915  -7.106  0.28
H  -5.920  -4.820  -8.474  0.26
H  -6.017  -2.876  -6.961  0.28

Calculated values
HOMO = -10.237 eV

***

Record 4
Density functional theory data (ωB97M-V/def2-TZVPD) for a 2-piece molecular cluster, C6H14O overall in a non-equilibrium geometry.

Last column: Löwdin spin population.
CARTESIAN COORDINATES (ANGSTROEM)
C  1.539  -0.804  1.249  0.01
C  0.365  0.101  1.633  0.02
C  0.017  1.240  0.675  0.05
C  -0.491  0.695  -0.652  0.39
C  -1.758  0.014  -0.695  0.30
C  0.187  1.083  -1.951  0.06
H  1.440  -1.140  0.219  0.00
H  1.414  -1.686  1.877  0.00
H  2.532  -0.421  1.538  0.00
H  -0.475  -0.582  1.720  0.00
H  0.485  0.503  2.660  0.00
H  -0.660  1.991  1.125  0.02
H  0.940  1.793  0.454  0.00
H  -2.219  -0.228  -1.659  0.03
H  -2.574  0.076  0.018  0.04
H  0.809  0.250  -2.309  0.02
H  -0.602  1.289  -2.674  0.01
H  0.849  1.955  -1.919  0.01
H  -0.688  -0.757  -0.642  0.02
H  -0.848  -3.002  -0.555  0.00
O  -0.260  -2.369  -0.112  0.01

Calculated values
ΔE to the lowest compared entry with this formula, charge and spin = 49.1 kcal per mole
Spin multiplicity = 2
Net charge = -1
HOMO (spin up / spin down) = -0.914 / -3.034 eV

***

Record 5
Density functional theory data (ωB97M-V/def2-TZVPD) for C23H22Br2CoN2O2S as an isolated structure in a non-equilibrium geometry.

Last column: Löwdin spin population.
CARTESIAN COORDINATES (ANGSTROEM)
Co  -0.080  -0.474  0.425  1.03
Br  6.093  0.876  -1.572  0.00
C  4.319  0.496  -1.000  0.00
C  3.713  1.318  -0.068  0.00
C  2.411  1.034  0.330  0.00
C  1.691  -0.058  -0.167  -0.05
C  2.355  -0.866  -1.095  -0.01
C  3.651  -0.599  -1.519  0.00
H  4.250  2.163  0.343  0.00
H  1.967  1.688  1.075  0.00
H  1.845  -1.728  -1.509  0.00
H  4.139  -1.238  -2.243  0.00
C  -0.330  4.552  1.612  0.00
C  -0.817  4.020  0.257  0.00
C  -2.287  4.390  0.023  0.00
C  0.072  4.546  -0.879  0.00
C  -0.698  2.556  0.278  0.01
N  -0.605  1.417  0.303  0.00
H  -0.418  5.639  1.615  0.00
H  0.714  4.289  1.783  0.00
H  -0.928  4.152  2.430  0.00
H  -2.373  5.476  -0.011  0.00
H  -2.920  4.015  0.830  0.00
H  -2.650  3.984  -0.921  0.00
H  0.001  5.633  -0.907  0.00
H  -0.249  4.151  -1.843  0.00
H  1.113  4.266  -0.723  0.00
S  -2.279  -0.953  1.486  0.00
C  -3.244  0.033  0.522  0.00
N  -3.070  -0.033  -0.831  0.00
C  -3.750  0.703  -1.738  0.00
C  -4.698  1.585  -1.328  0.00
C  -4.934  1.703  0.060  0.00
C  -4.228  0.957  0.960  0.00
H  -2.355  -0.692  -1.135  0.00
H  -3.490  0.536  -2.774  0.00
H  -5.249  2.169  -2.049  0.00
H  -5.682  2.401  0.415  0.00
H  -4.391  1.040  2.024  0.00
Br  0.830  -7.307  3.231  0.00
C  0.350  -6.419  1.625  0.00
C  -0.011  -7.172  0.519  0.00
C  -0.362  -6.520  -0.655  0.00
C  -0.353  -5.135  -0.716  0.00
C  0.012  -4.396  0.402  0.00
C  0.369  -5.037  1.582  0.00
C  0.025  -2.902  0.345  0.00
O  -0.333  -2.311  -0.704  0.02
O  0.398  -2.242  1.359  0.01
H  -0.015  -8.252  0.577  0.00
H  -0.643  -7.102  -1.523  0.00
H  -0.624  -4.610  -1.621  0.00
H  0.654  -4.447  2.442  0.00

Calculated values
ΔE to the lowest compared entry with this formula, charge and spin = 2.5 kcal per mole
Spin multiplicity = 2
HOMO (spin up / spin down) = -7.924 / -7.803 eV

***

What is the formula in the second record?
C4H8O2